# 1
DFT (ωB97M-V/def2-TZVPD) results for a structure of composition H20HeO10.

Net charge: 0
Maximum force: 1.738 eV/A
Highest occupied orbital energy: -10.7 eV

The geometry in XYZ format:
```
31
Properties=species:S:1:pos:R:3:lowdin_charge:R:1
O 0.564 1.699 -3.512 -0.0489
O -1.014 -2.460 1.329 -0.0417
O 1.657 -3.713 1.636 -0.0602
O -2.903 -0.438 2.000 -0.0453
O -1.796 1.774 0.886 -0.0874
O -1.637 0.765 -1.901 -0.0743
O 2.523 1.543 1.041 -0.0601
O 3.113 1.738 -1.973 -0.0539
O 0.248 1.125 2.477 -0.0577
O -1.067 -2.129 -1.523 -0.0465
He 0.427 0.385 -0.270 0.1818
H -0.995 1.634 1.392 -0.0397
H 0.171 1.824 3.126 0.0609
H 0.457 0.863 -3.965 0.0457
H -2.115 -0.853 1.649 0.0015
H 2.338 -3.736 0.965 0.0237
H -0.133 1.708 -2.856 0.0019
H -2.402 1.106 1.207 -0.0147
H 1.053 -3.031 1.342 -0.0131
H -2.547 0.517 -2.068 0.0618
H 2.625 1.898 0.158 0.0123
H -1.613 -3.105 1.703 0.0669
H -1.317 -2.345 0.428 0.0071
H -0.695 -1.248 -1.566 -0.0066
H 3.455 2.613 -2.156 0.0452
H 2.314 1.678 -2.495 -0.0101
H -1.669 1.254 -1.078 -0.0044
H 3.196 0.865 1.106 0.0595
H -2.824 -0.535 2.949 0.0605
H -0.526 -2.647 -2.120 0.0522
H 1.114 1.251 2.091 -0.0164
```

# 2
DFT (ωB97M-V/def2-TZVPD) results for a cluster of 10 separate species, H20O10 in total.

Net charge: 0
Maximum force: 6.891 eV/A
Highest occupied orbital energy: -9.6 eV
SMILES: O.O.O.O.O.O.O.O.O.O

The geometry in XYZ format:
```
30
Properties=species:S:1:pos:R:3:lowdin_charge:R:1
O -2.680 -1.806 -1.653 -0.0315
O -5.478 1.803 0.915 -0.1023
O 3.811 0.069 -0.183 -0.0211
O -0.150 1.958 2.081 0.0117
O -0.916 0.632 -0.787 -0.0386
O 2.227 1.116 3.169 -0.0656
O 1.734 4.557 -2.722 -0.0703
O 1.182 -3.497 -0.233 -0.0942
O -0.272 -2.649 0.818 -0.0480
O 0.598 -1.475 -1.639 -0.0366
H 1.951 -3.103 0.085 0.0235
H 1.078 -1.944 -2.251 -0.0017
H 1.349 1.403 3.406 0.0087
H 0.146 2.783 1.961 -0.0165
H -4.735 1.434 1.408 0.0216
H 0.950 4.176 -2.352 0.0120
H 2.200 1.031 2.175 0.0302
H 0.552 -2.503 1.169 -0.0158
H 3.222 0.595 0.286 -0.0293
H 1.534 4.926 -3.617 0.0576
H 1.404 -4.426 -0.563 0.1281
H -0.448 0.199 -1.418 -0.0723
H -3.251 -2.515 -1.999 0.0511
H -3.135 -1.018 -1.503 -0.0172
H 0.524 1.390 1.713 0.0145
H -6.191 1.376 1.514 0.0809
H 4.316 -0.306 0.563 0.0565
H -0.570 -3.226 1.536 0.0715
H -1.834 0.790 -1.141 0.0616
H 0.885 -1.769 -0.735 0.0315
```

# 3
DFT (ωB97M-V/def2-TZVPD) results for a structure of composition H20O10.

Net charge: 0
Maximum force: 9.220 eV/A
Highest occupied orbital energy: -9.6 eV

The geometry in XYZ format:
```
30
Properties=species:S:1:pos:R:3:lowdin_charge:R:1
O -21.689 -15.831 -2.018 -0.0384
O -23.864 -15.863 -0.227 -0.0208
O -26.216 -17.163 -4.114 -0.0428
O -23.281 -13.720 -1.331 0.0457
O -25.092 -13.422 -3.228 -0.0674
O -23.736 -17.597 -3.048 -0.0267
O -25.884 -15.344 -2.722 0.0366
O -23.732 -15.528 -2.491 -0.0897
O -24.796 -12.357 -1.396 -0.0222
O -21.560 -13.593 -2.819 0.0354
H -22.551 -16.215 -2.181 -0.0234
H -23.460 -14.610 -2.460 0.0338
H -23.851 -17.545 -3.996 0.0423
H -23.064 -14.112 -0.485 0.1302
H -21.670 -15.678 -1.073 0.0654
H -24.152 -13.064 -1.424 -0.2381
H -21.976 -14.244 -3.384 0.0860
H -25.120 -13.310 -2.277 -0.0695
H -24.292 -11.566 -1.588 0.0853
H -23.656 -16.686 -2.765 -0.1797
H -25.940 -13.099 -3.533 0.0725
H -20.809 -14.048 -2.440 0.0891
H -22.437 -13.615 -1.769 -0.0204
H -23.722 -15.606 -1.138 -0.0957
H -26.248 -15.165 -3.589 0.1208
H -26.022 -16.582 -3.379 -0.0795
H -24.816 -15.865 -0.124 0.0595
H -26.568 -15.838 -2.272 0.1471
H -24.668 -15.494 -2.686 -0.0797
H -27.049 -16.842 -4.460 0.0444
```

# 4
DFT (ωB97M-V/def2-TZVPD) results for a cluster of 10 separate species, H20O10 in total.

Net charge: 0
Maximum force: 1.710 eV/A
Highest occupied orbital energy: -10.5 eV
SMILES: O.O.O.O.O.O.O.O.O.O

The geometry in XYZ format:
```
30
Properties=species:S:1:pos:R:3:lowdin_charge:R:1
O -3.126 -0.462 -0.230 -0.0554
O 0.432 0.215 1.169 -0.0415
O -2.096 3.707 -1.898 -0.0584
O 5.379 -2.021 0.368 -0.0668
O 0.191 3.510 3.556 -0.0614
O 4.378 0.081 -1.300 -0.0488
O 0.647 3.511 -1.586 -0.0449
O 0.689 -3.047 -0.136 -0.0339
O -2.446 -2.849 -1.245 -0.0806
O -3.079 -2.759 1.046 -0.0660
H -1.990 2.994 -2.537 0.0373
H -1.423 3.528 -1.232 -0.0077
H 4.751 -2.744 0.476 0.0284
H -3.665 -0.659 -1.005 0.0465
H -3.117 -2.247 -1.587 0.0142
H -0.063 4.408 3.315 0.0327
H -1.857 -2.280 -0.738 -0.0002
H -3.256 -2.068 1.694 0.0389
H -0.565 2.974 3.292 0.0277
H 1.374 -2.377 -0.237 0.0263
H 0.130 -2.707 0.572 0.0192
H 4.826 -1.232 0.351 -0.0049
H 0.898 2.714 -2.064 0.0460
H -2.483 -3.363 1.504 0.0583
H 0.107 3.187 -0.856 0.0237
H 4.750 0.942 -1.080 0.0523
H -3.724 -0.599 0.513 0.0407
H -0.378 -0.294 1.280 0.0227
H 0.977 -0.333 0.593 0.0145
H 3.738 0.272 -1.995 0.0412
```

# 5
DFT (ωB97M-V/def2-TZVPD) results for a cluster of 10 separate species, H20O10 in total.

Net charge: 0
Maximum force: 1.702 eV/A
Highest occupied orbital energy: -10.9 eV
SMILES: O.O.O.O.O.O.O.O.O.O

The geometry in XYZ format:
```
30
Properties=species:S:1:pos:R:3:lowdin_charge:R:1
O -0.231 2.135 1.933 -0.0775
O 2.289 1.627 0.455 -0.0797
O 0.221 0.264 -4.282 -0.0585
O 1.940 -1.068 -0.249 -0.0563
O -1.087 -0.990 3.378 -0.0521
O -1.353 -0.268 -0.224 -0.0850
O 2.985 1.652 3.346 -0.0471
O -2.231 -2.506 0.919 -0.0609
O -1.138 -2.164 -2.417 -0.0505
O -0.890 1.973 -2.158 -0.0677
H 0.154 0.468 -5.219 0.0415
H -0.404 2.011 -3.000 0.0295
H -0.349 -1.365 3.875 0.0523
H -0.682 1.538 1.303 0.0132
H -1.044 -0.020 3.386 0.0382
H -1.454 -1.866 -1.570 -0.0243
H -1.253 -3.127 -2.500 0.0547
H -3.138 -2.803 1.000 0.0504
H -2.130 -1.883 1.672 0.0293
H -1.603 0.426 -0.885 0.0462
H 2.103 0.673 0.329 0.0158
H 3.197 1.635 0.104 0.0711
H -0.450 -0.380 -4.016 0.0249
H 2.064 1.472 3.574 0.0270
H 2.206 -1.372 -1.123 0.0603
H 2.919 1.767 2.418 -0.0381
H 1.021 -1.391 -0.059 0.0691
H -2.150 -0.816 -0.111 0.0189
H 0.701 2.192 1.614 0.0102
H -0.213 2.187 -1.493 0.0451
```

# 6
DFT (ωB97M-V/def2-TZVPD) results for a cluster of 10 separate species, H20O10 in total.

Net charge: 0
Maximum force: 0.747 eV/A
Highest occupied orbital energy: -10.3 eV
SMILES: O.O.O.O.O.O.O.O.O.O

The geometry in XYZ format:
```
30
Properties=species:S:1:pos:R:3:lowdin_charge:R:1
O 3.454 -1.176 -0.841 -0.0755
O 0.100 -0.687 0.157 -0.0493
O 2.169 0.350 -2.877 -0.0613
O 0.002 2.352 2.489 -0.0606
O -2.411 0.652 -0.616 -0.0532
O 2.447 1.165 0.531 -0.0443
O -2.473 -0.975 2.292 -0.0800
O -0.336 1.613 -2.608 -0.0440
O -0.018 -2.273 2.485 -0.0665
O -3.751 -2.484 0.127 -0.0686
H 4.330 -1.315 -1.218 0.0362
H 0.855 -0.087 0.057 0.0102
H -0.670 2.323 -3.169 0.0673
H -4.591 -2.291 0.554 0.0330
H 0.246 -1.523 1.916 0.0176
H -0.227 -2.977 1.861 0.0602
H 3.103 0.783 1.127 0.0679
H 0.564 1.986 3.180 0.0350
H 2.961 1.504 -0.209 0.0453
H 3.089 -0.401 -1.309 -0.0229
H -0.757 0.810 -2.948 0.0722
H -2.024 1.528 -0.748 0.0429
H -3.252 0.819 -0.171 0.0624
H -1.584 -1.334 2.530 0.0111
H -2.294 -0.375 1.557 -0.0054
H 0.519 2.256 1.680 0.0020
H -0.566 -0.347 -0.457 0.0146
H 2.809 0.946 -3.284 0.0569
H 1.469 0.935 -2.516 0.0130
H -3.164 -1.775 0.427 -0.0162
```

# 7
DFT (ωB97M-V/def2-TZVPD) results for a structure of composition H20O10.

Net charge: 0
Maximum force: 7.555 eV/A
Highest occupied orbital energy: -9.3 eV

The geometry in XYZ format:
```
30
Properties=species:S:1:pos:R:3:lowdin_charge:R:1
O -1.196 3.044 -0.774 -0.0885
O 1.240 -2.751 1.287 -0.0383
O -0.738 1.660 2.971 -0.1497
O 0.874 -1.908 -1.277 0.0163
O 0.183 -0.102 0.198 -0.1013
O -2.970 1.193 0.375 -0.0267
O -0.200 0.860 -2.631 -0.0517
O 2.605 -0.732 -2.396 -0.1950
O 2.020 0.719 2.779 -0.0692
O -1.656 -0.999 1.881 -0.0549
H -2.832 0.662 -0.419 0.0610
H -0.822 -1.106 1.352 0.0156
H -0.925 2.370 -1.474 0.0106
H -3.648 1.766 0.026 0.0652
H 0.425 1.533 -3.061 0.1259
H -0.034 -1.872 -1.451 0.1081
H -2.244 -0.448 1.439 -0.0470
H 1.179 -2.557 -1.878 0.1291
H -0.522 0.488 -3.421 0.0356
H -1.122 0.832 2.480 0.0257
H 1.930 -0.007 2.279 -0.0753
H 1.598 -3.598 1.331 0.0046
H 0.588 -0.948 -0.198 -0.0090
H -0.046 0.450 -0.657 0.0753
H 2.380 0.242 -2.285 0.0326
H 2.792 1.193 2.131 0.1765
H 1.810 -1.426 -2.006 -0.0076
H 0.192 1.320 3.184 0.0182
H -1.750 2.497 -0.195 -0.0159
H 0.878 -2.381 0.410 0.0300
```

# 8
DFT (ωB97M-V/def2-TZVPD) results for a cluster of 10 separate species, H20O10 in total.

Net charge: 0
Maximum force: 3.242 eV/A
Highest occupied orbital energy: -10.0 eV
SMILES: O.O.O.O.O.O.O.O.O.O

The geometry in XYZ format:
```
30
Properties=species:S:1:pos:R:3:lowdin_charge:R:1
O 1.141 2.322 0.057 -0.0218
O -0.087 -0.646 2.803 -0.0563
O 1.651 -0.774 -1.565 -0.0531
O -1.898 -2.787 0.567 -0.0608
O 2.610 -0.609 1.052 -0.0457
O -0.863 0.174 0.053 -0.0406
O 0.655 -2.931 -0.097 -0.0430
O -1.521 -1.600 -2.149 -0.0243
O -2.087 1.977 -1.582 -0.0673
O -0.928 4.324 0.028 -0.0445
H -0.262 3.718 -0.194 -0.0577
H -0.250 -2.728 0.047 -0.0625
H -2.411 -2.295 -0.124 0.0706
H -0.607 0.164 2.963 0.0626
H 0.998 -2.071 -0.232 -0.0527
H 1.448 2.577 0.931 0.0716
H -2.515 -3.497 0.806 0.0717
H -0.725 -1.319 3.126 0.0726
H 1.954 2.099 -0.387 0.0573
H 2.046 -0.449 -0.743 -0.0125
H -1.272 -1.079 -1.424 -0.0527
H -0.838 -0.472 0.749 0.0118
H 2.108 -0.355 1.802 0.0059
H -0.156 0.786 0.239 0.0105
H 2.451 -1.005 -2.034 0.0519
H -1.613 2.267 -2.392 0.0565
H -0.769 -2.034 -2.535 0.0379
H 3.581 -0.341 1.113 0.1072
H -0.348 5.094 0.132 0.0420
H -1.485 1.500 -1.006 -0.0345
```

# 9
DFT (ωB97M-V/def2-TZVPD) results for a cluster of 10 separate species, H20O10 in total.

Net charge: 0
Maximum force: 0.962 eV/A
Highest occupied orbital energy: -10.9 eV
SMILES: O.O.O.O.O.O.O.O.O.O

The geometry in XYZ format:
```
30
Properties=species:S:1:pos:R:3:lowdin_charge:R:1
O -3.752 -0.716 0.218 -0.0574
O 1.100 -3.101 4.644 -0.0650
O -1.335 0.825 -0.995 -0.0482
O 0.044 4.329 -0.703 -0.0635
O 2.501 -0.011 -3.088 -0.0377
O -1.512 2.259 1.200 -0.0563
O 0.789 -4.722 -1.060 -0.0566
O 1.191 -0.377 3.353 -0.0645
O -0.726 1.002 -3.793 -0.0490
O 1.206 -0.031 0.733 -0.0239
H 2.006 -0.218 2.863 0.0350
H 0.010 1.170 -4.393 0.0486
H -2.296 2.035 1.714 0.0373
H 1.986 0.371 -2.369 0.0102
H 2.352 -0.960 -3.006 0.0426
H -0.373 0.847 -1.059 0.0053
H -2.970 -1.092 0.638 0.0268
H 1.843 0.052 0.014 0.0481
H -0.967 1.466 1.245 0.0023
H -1.633 1.239 -1.813 0.0445
H 0.649 -2.725 3.880 0.0067
H 0.535 5.057 -0.305 0.0329
H -0.380 0.350 -3.174 0.0097
H -0.801 4.722 -0.947 0.0356
H 1.486 -4.097 -0.832 0.0257
H 0.677 -0.951 2.773 0.0142
H 1.776 -2.448 4.861 0.0271
H -4.143 -0.163 0.904 0.0315
H 0.366 0.222 0.332 0.0078
H 0.371 -4.333 -1.836 0.0305
```